Entry 1:
ORCA calculation (ωB97M-V/def2-TZVPD) on a 2-piece molecular cluster, C4H8FN2 overall.

XYZ file:
```
15
Properties=species:S:1:pos:R:3:forces:R:3:mulliken_charge:R:1
C -1.66400 0.29074 0.54117 2.070 0.578 0.084 -0.04
C -0.71385 0.74396 -0.24120 0.805 -1.416 1.995 0.16
C 2.08492 0.47595 0.17612 -1.606 -1.175 1.311 0.17
C -3.07718 0.58893 0.24420 -0.126 -0.922 -1.153 -0.95
N 2.32783 0.95569 -1.00906 2.799 -1.304 2.228 -0.24
N 2.79578 -0.12798 1.12905 2.654 -0.250 -2.864 -0.34
F -0.64709 1.11266 -1.45020 0.320 0.784 -1.244 -0.18
H -1.41659 -0.19479 1.47645 0.190 0.070 -0.102 0.34
H -3.48579 0.70609 1.24019 -0.984 0.025 -0.315 0.31
H -3.16424 1.49575 -0.38630 -0.321 -0.680 0.426 0.34
H -3.37521 -0.35850 -0.31711 -0.589 1.395 0.828 0.29
H 1.48495 1.32358 -1.33018 -0.701 1.206 -1.970 0.30
H 3.30784 0.99489 -1.37348 -1.462 0.336 -0.236 0.26
H 2.37363 -0.68315 1.83317 -0.952 -0.013 0.659 0.29
H 3.77760 -0.55702 0.90231 -2.097 1.367 0.352 0.28
```
Forces are in eV/Å.

Its electronic energy is -366.144646 a.u. Its HOMO energy (alpha / beta) is -13.8484 / -13.3166 eV. As for the net charge: +1.

Entry 2:
ORCA calculation (ωB97M-V/def2-TZVPD) on C4H8FeO3 as an isolated structure.

XYZ file:
```
16
Properties=species:S:1:pos:R:3:forces:R:3:mulliken_charge:R:1
C 0.44837 -0.42074 1.83894 -1.281 2.541 4.344 -0.57
H -0.01801 -1.41417 1.79516 0.411 0.656 -1.323 0.29
H 0.53310 -0.28843 2.93139 -0.662 -0.118 0.138 0.33
H 1.46902 -0.02613 1.67109 -0.986 -0.531 -1.636 0.34
O -0.83927 0.75185 1.68999 2.842 -0.107 -2.018 -0.30
C -0.48798 2.05951 1.18994 -0.471 -1.730 2.505 -0.24
H -1.39166 2.69484 1.25509 0.467 -0.300 -0.160 0.36
H 0.39587 2.46446 1.72803 -0.257 -0.099 -0.711 0.33
O -1.09668 0.36212 -2.23754 0.216 0.729 -0.300 -0.52
C -0.54004 -0.70006 -2.48920 -0.765 -1.407 0.552 0.15
C 0.44995 -1.27896 -1.53022 0.468 0.085 -0.948 -0.15
O 0.79606 -0.36514 -0.56406 -0.300 1.196 -0.631 -0.71
Fe -0.12401 1.31548 -0.69020 0.256 -1.586 0.047 0.61
H -0.90502 -1.33473 -3.31644 0.196 0.423 -0.058 0.39
H 1.31951 -1.60967 -2.13934 -0.193 -0.012 0.277 0.37
H -0.00921 -2.21024 -1.13262 0.059 0.259 -0.079 0.34
```
Forces are in eV/Å.

Its electronic energy is -1646.199263 a.u. Its multiplicity is 6. Its HOMO energy (alpha / beta) is -13.9140 / -14.1329 eV. As for the net charge: +1.

Entry 3:
ORCA calculation (ωB97M-V/def2-TZVPD) on one molecule with the formula C4H8I2O2.

XYZ file:
```
16
Properties=species:S:1:pos:R:3:forces:R:3:mulliken_charge:R:1
C -0.40429 -2.10714 -1.27646 4.055 3.895 -0.672 -1.20
C -0.40601 -0.56247 -1.04898 1.419 0.362 1.958 -0.34
C 0.23886 -0.23014 0.32066 -1.080 1.635 0.408 -0.87
I -0.61172 -1.29016 2.01754 0.249 0.082 -0.426 0.10
C 0.36569 1.27488 0.80119 -0.509 -0.969 -1.417 0.05
O 1.08877 1.43063 1.92945 1.035 -1.711 -0.290 -0.37
O -0.85606 1.86899 0.86071 -0.056 1.432 0.479 -0.47
I 1.63939 2.33220 -0.75243 -0.066 0.062 -0.222 -0.07
H 0.70177 -2.36092 -1.22352 -1.348 -0.293 -0.830 0.29
H -0.92118 -2.21498 -2.16232 -0.511 -1.063 -2.149 0.39
H -0.83859 -2.60923 -0.52143 -1.786 -1.498 2.583 0.40
H 0.12646 0.15419 -1.70793 0.161 -1.276 -0.399 0.24
H -1.32245 -0.10913 -0.99576 -2.999 0.492 -0.175 0.44
H 1.21662 -0.48622 0.12157 2.452 -1.135 0.727 0.65
H 0.70738 2.10965 2.44253 -0.581 1.206 1.138 0.34
H -0.72465 2.79985 1.19519 -0.433 -1.222 -0.711 0.42
```
Forces are in eV/Å.

Its electronic energy is -903.035538 a.u. Its HOMO energy is -9.3509 eV. As for the SMILES: CC[C@H](I)C(O)(O)I. As for the net charge: 0.

Entry 4:
ORCA calculation (ωB97M-V/def2-TZVPD) on an isolated ion of composition C4H8IN2 and charge +1.

XYZ file:
```
15
Properties=species:S:1:pos:R:3:forces:R:3:mulliken_charge:R:1
H 0.66729 -0.88465 2.57386 -1.803 2.585 0.464 0.29
N -0.19735 -0.20107 2.81808 2.205 -2.488 -1.160 -0.50
C -0.71001 0.52850 1.94472 -3.697 0.723 0.811 0.11
C -0.50302 1.00649 0.52321 -2.755 -1.447 0.199 -0.65
N 0.58279 0.32490 -0.02503 2.397 0.174 0.237 0.21
C 0.38317 -0.76501 -0.89397 -3.823 -3.836 -1.453 -0.84
C 1.77172 0.36325 0.46401 1.805 0.986 -1.386 -0.29
I 2.92446 1.70736 1.47795 -0.707 0.194 0.475 0.39
H -1.83933 0.79376 2.10374 1.999 0.228 0.750 0.29
H -1.49659 0.62079 0.07392 1.763 0.682 0.080 0.36
H -0.50686 2.07355 0.39432 0.353 0.504 0.205 0.36
H -0.32570 -0.55986 -1.76871 0.994 0.227 1.321 0.31
H 1.29274 -1.18521 -1.32226 -0.079 0.185 0.341 0.33
H -0.20437 -1.62258 -0.26731 1.481 1.818 -1.469 0.34
H 2.46937 -0.21612 -0.13417 -0.132 -0.535 0.587 0.27
```
Forces are in eV/Å.

Its electronic energy is -564.047846 a.u. Its HOMO energy is -13.8348 eV. As for the SMILES: [H]/N=C\C/[N+](C)=C\I. As for the net charge: +1.

Entry 5:
ORCA calculation (ωB97M-V/def2-TZVPD) on an isolated ion of composition C4H8IN2 and charge +1.

XYZ file:
```
15
Properties=species:S:1:pos:R:3:forces:R:3:mulliken_charge:R:1
C 0.41740 1.84171 -0.49878 0.236 0.547 -0.725 0.01
C -0.14238 0.20049 1.18737 0.497 0.168 0.300 -0.65
C -0.98139 -0.45171 0.13181 -0.097 1.496 -1.429 0.27
C -0.57178 -1.71286 -0.48861 0.135 -0.367 -0.209 -1.20
N -0.04825 1.04482 -1.36805 -0.778 -1.652 1.356 -0.39
N 0.32895 1.52903 0.79041 -0.278 -0.172 0.732 -0.12
I -2.98209 0.10317 0.00764 0.527 -0.174 0.126 0.38
H 0.89009 2.79601 -0.73374 -0.050 -0.037 0.046 0.40
H -0.73553 0.32047 2.10153 0.087 -0.155 -0.144 0.40
H 0.73000 -0.43536 1.39639 -0.240 0.002 -0.045 0.30
H 0.50759 -1.75688 -0.62469 0.009 0.046 0.059 0.38
H -1.07306 -1.88233 -1.43831 -0.056 0.032 0.021 0.41
H -0.85880 -2.54268 0.16599 -0.080 0.012 0.170 0.39
H -0.04083 1.18805 -2.36323 0.125 0.285 -0.087 0.20
H 0.69130 2.13695 1.50973 -0.036 -0.031 -0.171 0.22
```
Forces are in eV/Å.

Its electronic energy is -564.117446 a.u. Its HOMO energy is -14.0131 eV. As for the net charge: +1.

Entry 6:
ORCA calculation (ωB97M-V/def2-TZVPD) on an isolated ion of composition C4H8IN3 and charge +2.

XYZ file:
```
16
Properties=species:S:1:pos:R:3:forces:R:3:mulliken_charge:R:1
C -0.37319 -0.93156 -1.99806 -0.090 -1.093 -1.689 -0.84
N -0.18602 -0.13721 -0.85972 0.225 -0.144 4.457 -0.12
C 0.00525 1.10736 -0.72104 -0.144 -0.463 -1.203 0.05
N 0.35632 1.68600 0.48446 -0.155 0.109 0.434 -0.03
C 0.73582 1.00548 1.56216 0.159 0.130 0.193 0.00
N 0.55081 -0.28337 1.70368 0.521 0.330 0.368 -0.03
C -0.30413 -1.08552 0.92815 -1.232 0.809 -2.647 -0.51
I -2.36164 -1.08043 1.41208 0.901 -0.005 -0.208 0.47
H -0.51505 -0.32945 -2.90037 -0.026 0.041 0.125 0.36
H 0.50872 -1.56855 -2.15496 -0.086 0.210 0.090 0.35
H -1.22576 -1.60532 -1.87590 -0.034 0.229 0.092 0.32
H -0.04231 1.79269 -1.57156 0.038 -0.107 0.104 0.42
H 0.47925 2.70074 0.48574 0.035 -0.293 0.066 0.31
H 1.26967 1.55375 2.34050 -0.108 -0.183 -0.104 0.43
H 1.00498 -0.75677 2.49098 -0.022 0.207 -0.092 0.32
H 0.09730 -2.06783 0.67385 0.016 0.223 0.013 0.52
```
Forces are in eV/Å.

Its electronic energy is -618.462458 a.u. Its HOMO energy is -18.2428 eV. As for the SMILES: C/N=C/[NH+]=C\[NH+]=C/I. As for the net charge: +2.

Entry 7:
ORCA calculation (ωB97M-V/def2-TZVPD) on C4H8INS as an isolated structure.

XYZ file:
```
15
Properties=species:S:1:pos:R:3:forces:R:3:mulliken_charge:R:1
C 0.07762 -1.33061 -0.34073 -2.055 -0.025 -2.206 -0.37
C -1.48303 -1.47355 -0.63739 2.291 0.623 2.428 -1.11
C 0.08445 0.92403 0.57436 -3.514 -0.866 -0.870 0.12
C 0.69407 2.29381 0.57996 2.695 -1.167 1.585 -0.92
N 0.59502 -0.08616 0.04412 2.086 1.209 -0.083 -0.29
S -2.59559 -2.17305 0.56409 0.243 0.300 0.141 -0.06
I 3.22467 -0.34782 0.05461 0.258 -0.016 -0.052 -0.13
H 0.29737 -2.03374 0.35399 0.904 -2.157 2.453 0.47
H 0.68640 -1.63019 -1.20670 -0.525 0.077 -0.102 0.35
H -1.76642 -0.55507 -1.01694 -1.213 2.248 -0.354 0.51
H -1.65453 -2.04572 -1.46441 -0.036 -2.143 -2.354 0.42
H -1.03153 0.68008 0.79932 1.337 1.420 0.225 0.28
H 1.83425 2.08136 0.81199 -2.129 0.687 0.125 0.16
H 0.22176 2.98997 1.28902 0.327 -0.326 -0.365 0.30
H 0.81551 2.70666 -0.40528 -0.670 0.137 -0.572 0.26
```
Forces are in eV/Å.

Its electronic energy is -907.719395 a.u. Its HOMO energy (alpha / beta) is -8.9017 / -8.2457 eV. As for the net charge: 0.

Entry 8:
ORCA calculation (ωB97M-V/def2-TZVPD) on an isolated ion of composition C4H8N and charge +1.

XYZ file:
```
13
Properties=species:S:1:pos:R:3:forces:R:3:mulliken_charge:R:1
C 2.17969 0.01216 0.57610 -0.934 -0.609 -0.007 -0.88
C 0.91746 0.41997 0.00512 1.089 -0.444 -0.813 0.23
C 0.04547 0.04736 -0.93121 -1.094 0.569 -0.075 0.06
N -1.26427 -0.19873 -0.89205 0.242 0.607 0.704 -0.20
C -1.89002 -0.11394 0.43915 -0.207 -1.050 -0.651 -0.96
H 2.38223 -1.04321 0.41272 0.143 -0.043 0.179 0.33
H 2.16693 0.26470 1.63732 0.277 0.208 0.174 0.36
H 2.95967 0.62031 0.10921 0.038 0.374 0.077 0.35
H -1.50021 -0.94465 1.01504 0.335 0.089 0.378 0.37
H 0.40624 0.22484 -1.94588 0.672 0.164 0.018 0.34
H -1.75368 0.22170 -1.67097 -0.265 -0.420 -0.044 0.31
H -2.93822 -0.36339 0.34403 -0.270 0.418 -0.028 0.34
H -1.71128 0.85287 0.90141 -0.027 0.137 0.088 0.37
```
Forces are in eV/Å.

Its electronic energy is -211.581291 a.u. Its HOMO energy is -14.5375 eV. As for the net charge: +1.